1.
{
  "formula": "C7H9N2O3P",
  "method": "wB97M-V/def2-TZVPD",
  "species": ["C", "C", "C", "C", "C", "C", "C", "N", "N", "O", "O", "O", "P", "H", "H", "H", "H", "H", "H", "H", "H", "H"],
  "positions_angstrom": [[-2.968, 1.915, 0.415], [-3.096, 0.544, 0.317], [-1.877, 2.527, -0.107], [-2.059, -0.132, -0.431], [-0.873, 1.839, -0.784], [-0.971, 0.482, -0.911], [3.396, -2.285, -0.228], [0.204, 0.238, 1.996], [0.482, -0.762, 2.408], [0.728, -1.797, 2.829], [1.207, 0.171, -2.490], [3.028, -1.049, 0.026], [0.400, -0.572, -1.519], [-3.749, 2.541, 0.760], [-4.039, -0.017, 0.436], [-1.879, 3.621, 0.023], [-2.221, -1.190, -0.431], [-0.154, 2.458, -1.296], [2.726, -3.105, 0.142], [4.347, -2.479, 0.156], [3.578, -2.453, -1.395], [3.788, -0.495, 0.085]],
  "total_charge": 0,
  "max_force_ev_per_a": 5.80,
  "de_lowest_ev": 6.271,
  "total_energy_ev": -25812.8489,
  "e_lumo_ha": -0.016,
  "gap_ev": 8.619
}

=====

2.
{
  "formula": "C7H9N2S2",
  "method": "wB97M-V/def2-TZVPD",
  "species": ["C", "C", "C", "C", "C", "C", "C", "N", "N", "S", "S", "H", "H", "H", "H", "H", "H", "H", "H", "H"],
  "positions_angstrom": [[0.212, 2.063, -2.198], [1.643, 1.773, -2.058], [-0.691, 1.702, -1.209], [2.010, 0.838, -1.094], [-0.232, 0.944, -0.147], [1.057, 0.428, -0.187], [-1.055, 0.529, 1.009], [-2.275, 0.778, 1.275], [-0.078, -4.090, 1.793], [1.610, -0.592, 1.148], [-0.196, -0.448, 2.174], [-0.214, 2.590, -3.070], [2.271, 2.082, -2.846], [-1.807, 1.989, -1.080], [3.000, 0.681, -0.736], [-2.767, 1.365, 0.597], [-2.893, 0.118, 1.830], [0.840, -4.224, 2.209], [0.000, -3.489, 1.037], [-0.435, -5.036, 1.553]],
  "total_charge": 1,
  "max_force_ev_per_a": 4.63,
  "de_lowest_ev": 0.000,
  "total_energy_ev": -32048.6975,
  "e_lumo_ha": -0.176,
  "gap_ev": 7.825
}

=====

3.
{
  "formula": "C7H9N3",
  "method": "wB97M-V/def2-TZVPD",
  "species": ["C", "C", "C", "C", "C", "C", "C", "N", "N", "N", "H", "H", "H", "H", "H", "H", "H", "H", "H"],
  "positions_angstrom": [[0.415, -0.223, -0.148], [-0.182, 1.004, -0.667], [0.416, -1.149, -1.134], [-0.063, 0.208, 2.038], [-0.376, 2.138, 0.300], [-0.847, 1.396, 1.663], [0.853, -2.525, -1.013], [-0.407, 0.804, -1.900], [0.582, -0.488, 1.204], [-0.090, -0.467, -2.210], [-0.098, 0.037, 3.149], [0.609, 2.495, 0.437], [-1.103, 2.890, -0.080], [-1.955, 1.153, 1.829], [-0.722, 2.135, 2.416], [0.232, -3.197, -0.428], [1.070, -3.050, -1.999], [1.673, -2.551, -0.204], [-0.008, -0.609, -3.253]],
  "total_charge": 0,
  "max_force_ev_per_a": 3.26,
  "de_lowest_ev": 2.021,
  "total_energy_ev": -11873.4695,
  "e_lumo_ha": 0.039,
  "gap_ev": 9.286
}

=====

4.
{
  "formula": "C7H9N3O4S",
  "method": "wB97M-V/def2-TZVPD",
  "species": ["C", "C", "C", "C", "C", "C", "C", "N", "N", "N", "O", "O", "O", "O", "S", "H", "H", "H", "H", "H", "H", "H", "H", "H"],
  "positions_angstrom": [[-1.324, -1.110, 0.537], [-1.386, 0.955, -0.412], [-1.848, -1.119, -0.730], [1.911, -0.599, 0.457], [0.083, 2.151, 1.907], [1.696, 0.425, -1.772], [-0.466, 0.753, 1.948], [-1.771, 0.109, -1.302], [-1.093, 0.236, 0.800], [-2.067, -2.297, -1.439], [2.756, -1.469, -0.129], [-2.106, -3.303, -0.777], [-2.247, -2.266, -2.658], [1.335, 0.262, -0.375], [-0.402, -0.232, 3.248], [-1.274, -1.853, 1.277], [-1.297, 2.041, -0.509], [-0.565, 2.882, 1.493], [1.003, 2.255, 1.216], [0.282, 2.399, 3.055], [0.676, 0.437, -2.213], [2.385, -0.444, -2.115], [2.246, 1.464, -1.925], [3.474, -1.677, 0.414]],
  "total_charge": 0,
  "max_force_ev_per_a": 3.83,
  "de_lowest_ev": 3.278,
  "total_energy_ev": -30893.7932,
  "e_lumo_ha": -0.036,
  "gap_ev": 8.174
}

=====

5.
{
  "formula": "C7H9N5O2",
  "method": "wB97M-V/def2-TZVPD",
  "species": ["C", "C", "C", "C", "C", "C", "C", "N", "N", "N", "N", "N", "O", "O", "H", "H", "H", "H", "H", "H", "H", "H", "H"],
  "positions_angstrom": [[-3.041, -0.696, 0.521], [-3.286, 0.489, -0.250], [-1.765, -1.182, 0.709], [-2.196, 1.121, -0.882], [-0.715, -0.470, 0.058], [1.637, 1.806, 0.747], [1.619, -0.601, -0.621], [-1.008, 0.602, -0.727], [2.745, -1.127, -0.399], [0.905, 2.612, 0.204], [0.559, -0.872, 0.187], [2.159, 1.129, 1.593], [0.933, -1.537, 1.318], [3.760, -0.951, -1.315], [-3.742, -1.168, 1.207], [-4.288, 0.879, -0.541], [-1.761, -1.961, 1.517], [-2.373, 1.990, -1.404], [1.446, -0.291, -1.698], [3.382, -0.738, -2.153], [0.220, 2.367, -0.549], [1.679, -2.139, 1.179], [3.131, 0.738, 1.299]],
  "total_charge": 0,
  "max_force_ev_per_a": 5.10,
  "de_lowest_ev": 6.523,
  "total_energy_ev": -18944.8505,
  "e_lumo_ha": 0.017,
  "gap_ev": 8.758
}

=====

6.
{
  "formula": "C7H9N5S",
  "method": "wB97M-V/def2-TZVPD",
  "species": ["C", "C", "C", "C", "C", "C", "C", "N", "N", "N", "N", "N", "S", "H", "H", "H", "H", "H", "H", "H", "H", "H"],
  "positions_angstrom": [[-2.269, -1.312, 1.185], [-1.194, -0.445, 0.902], [-2.357, -2.304, 0.255], [3.669, -1.633, -0.333], [-0.618, -0.658, -0.329], [1.869, -0.538, -0.403], [0.494, 0.128, -0.943], [2.548, -1.445, -1.058], [3.763, -0.896, 0.744], [2.550, -0.162, 0.690], [-0.822, 2.056, -1.140], [0.500, 1.590, -0.673], [-1.313, -2.079, -1.097], [-2.896, -1.172, 2.062], [-0.890, 0.389, 1.519], [-3.188, -3.074, 0.360], [4.443, -2.256, -0.528], [0.613, 0.051, -1.969], [2.156, 0.463, 1.356], [-1.484, 1.301, -1.128], [-1.110, 2.651, -0.356], [1.270, 1.856, -1.260]],
  "total_charge": 0,
  "max_force_ev_per_a": 4.10,
  "de_lowest_ev": 1.046,
  "total_energy_ev": -25688.3733,
  "e_lumo_ha": 0.027,
  "gap_ev": 9.772
}

=====

7.
{
  "formula": "C7H9NO",
  "method": "wB97M-V/def2-TZVPD",
  "species": ["C", "C", "C", "C", "C", "C", "C", "H", "H", "H", "H", "H", "H", "H", "H", "H", "N", "O"],
  "positions_angstrom": [[2.794, 0.738, 0.116], [1.234, -0.968, -0.005], [-0.097, -0.393, -0.091], [-1.192, -1.258, -0.025], [-2.506, -0.765, -0.122], [-2.671, 0.641, -0.137], [-1.400, 1.490, -0.197], [1.959, 1.452, 0.567], [3.345, 1.446, -0.477], [3.166, 0.216, 0.822], [1.625, -1.105, 1.188], [1.385, -2.079, -0.575], [-1.078, -2.455, -0.011], [-3.498, -1.155, -0.078], [-3.532, 1.058, -0.081], [-1.560, 2.461, -0.182], [-0.215, 0.933, -0.069], [2.240, -0.258, -0.643]],
  "total_charge": 0,
  "max_force_ev_per_a": 9.99,
  "de_lowest_ev": 4.244,
  "total_energy_ev": -10938.5702,
  "e_lumo_ha": 0.032,
  "gap_ev": 10.006
}

=====

8.
{
  "formula": "C7H9NO",
  "method": "wB97M-V/def2-TZVPD",
  "species": ["C", "C", "C", "C", "C", "C", "C", "N", "O", "H", "H", "H", "H", "H", "H", "H", "H", "H"],
  "positions_angstrom": [[0.145, 1.641, -0.317], [-0.549, 0.513, 0.319], [1.403, 1.463, -0.767], [-2.438, -0.688, -0.899], [-1.136, -0.452, -0.671], [0.499, -0.397, 1.067], [1.790, -0.417, 0.223], [2.239, 0.448, -0.552], [2.643, -1.399, 0.599], [-0.364, 2.519, -0.286], [-1.348, 0.741, 1.030], [1.888, 2.253, -1.501], [-2.838, -1.428, -1.605], [-3.201, -0.306, -0.198], [-0.424, -1.055, -1.089], [0.763, -0.083, 2.056], [0.077, -1.471, 1.203], [3.452, -1.112, 0.139]],
  "total_charge": 0,
  "max_force_ev_per_a": 6.03,
  "de_lowest_ev": 2.540,
  "total_energy_ev": -10940.2746,
  "e_lumo_ha": 0.032,
  "gap_ev": 9.350
}

=====

9.
{
  "formula": "C7H9NO",
  "method": "wB97M-V/def2-TZVPD",
  "species": ["C", "C", "C", "C", "C", "C", "C", "N", "O", "H", "H", "H", "H", "H", "H", "H", "H", "H"],
  "positions_angstrom": [[1.295, -1.660, 0.291], [-2.955, -1.178, -0.294], [-1.751, -1.407, 0.248], [-1.086, -0.378, 0.949], [1.722, 0.513, 1.425], [0.975, 0.418, -1.023], [1.130, -0.277, 0.305], [1.349, -2.813, 0.272], [-1.280, 0.486, 1.725], [-3.426, -1.901, -0.940], [-3.485, -0.256, -0.122], [-1.204, -2.322, 0.074], [1.906, -0.109, 2.299], [1.045, 1.323, 1.709], [2.668, 0.959, 1.107], [0.508, 1.392, -0.881], [1.950, 0.578, -1.489], [0.367, -0.170, -1.710]],
  "total_charge": 0,
  "max_force_ev_per_a": 3.96,
  "de_lowest_ev": 3.344,
  "total_energy_ev": -10939.4706,
  "e_lumo_ha": [-0.018, -0.018],
  "gap_ev": [7.523, 7.521]
}

=====

10.
{
  "formula": "C7H9NO",
  "method": "wB97M-V/def2-TZVPD",
  "species": ["C", "C", "C", "C", "C", "C", "C", "H", "H", "H", "H", "H", "H", "H", "H", "H", "N", "O"],
  "positions_angstrom": [[0.884, 1.429, 2.303], [0.356, 0.441, 0.086], [-0.958, 0.275, 0.242], [-1.622, -0.681, -0.514], [-0.890, -1.419, -1.496], [0.454, -1.245, -1.612], [1.099, -0.199, -0.830], [-0.353, 1.379, 2.474], [1.234, 2.188, 2.995], [1.262, 0.489, 2.842], [1.170, 2.599, 0.480], [-1.549, 0.742, 1.043], [-2.762, -0.890, -0.434], [-1.018, -2.654, -2.883], [1.041, -1.710, -2.408], [2.118, 0.073, -0.983], [1.087, 1.483, 0.891], [-1.553, -2.301, -2.197]],
  "total_charge": 0,
  "max_force_ev_per_a": 5.51,
  "de_lowest_ev": 2.436,
  "total_energy_ev": -10940.3780,
  "e_lumo_ha": 0.032,
  "gap_ev": 8.989
}

=====

Table of molar mass (g/mol), in record order: 200.1 185.3 135.2 231.2 195.2 195.3 123.2 123.2 123.2 123.2